(1)
The following is a DFT calculation (ωB97M-V/def2-TZVPD) of a gas-phase ion, C8H14NO3 (charge +1) at a distorted geometry.

The HOMO energy is -0.4787 Ha. For the relative energy (zero: lowest compared OMol25 entry of this formula, charge and spin), the calculation gives 111.78 kcal/mol. For the electronic energy, the calculation gives -593.23784 hartree. Its LUMO energy is -0.2215 hartree. For the frontier orbital gap, the calculation gives 6.999 eV.

```
! wB97M-V def2-TZVPD RIJCOSX def2/J DEFGRID3
* xyz 1 1
C 2.2323 -0.0310 1.3830
C 3.1071 0.0521 0.1979
C 3.7722 1.1397 -0.1020
C 3.4979 -1.2030 -0.5534
C -0.8352 0.3144 -1.2172
C -2.0531 -0.6499 0.6822
C -2.8376 1.5472 -0.2319
C -1.5946 0.6620 0.0987
N 0.3115 1.1027 1.5738
O 4.2581 2.1348 -0.4424
O 0.8401 0.1076 0.9979
O -0.8708 1.3990 1.1386
H 2.2750 -1.0209 1.8535
H 2.3225 0.5719 2.3205
H 2.6176 -1.7912 -0.6348
H 4.3404 -1.7561 -0.0256
H 3.9022 -0.8547 -1.5386
H -1.5367 -0.0027 -1.9614
H -0.2980 1.1950 -1.7966
H -0.0574 -0.3289 -1.1063
H -1.2238 -1.2772 0.9635
H -2.6312 -1.0428 -0.1119
H -2.8181 -0.6336 1.5405
H -3.3588 0.8928 -0.8934
H -3.3927 1.4935 0.7072
H -2.5813 2.6539 -0.4044
*
```

=====

(2)
The following is a DFT calculation (ωB97M-V/def2-TZVPD) of a single C8H14O molecule at a distorted geometry.

The HOMO energy is -0.3153 Ha. For the relative energy (zero: lowest compared OMol25 entry of this formula, charge and spin), the calculation gives 67.68 kcal/mol. For the electronic energy, the calculation gives -388.33410 hartree. Its LUMO energy is 0.0380 hartree. The SMILES is C[C@@H]1[C@H]2OCCC[C@]12C. For the frontier orbital gap, the calculation gives 9.612 eV.

```
! wB97M-V def2-TZVPD RIJCOSX def2/J DEFGRID3
* xyz 0 1
C 2.7618 -0.3514 -0.5319
C 1.5826 -0.2677 0.4617
C 0.3553 -0.9392 0.0019
O -0.7140 -1.5892 0.6262
C -1.8756 -1.0440 -0.1093
C -1.7396 0.3414 -0.8476
C -0.4019 1.2346 -0.7333
C 0.3411 0.5058 0.3341
C -0.3369 0.8256 1.7350
H 2.6352 -0.0215 -1.5598
H 3.0446 -1.3628 -0.7094
H 3.6171 0.1425 -0.0845
H 1.8298 -0.4256 1.5314
H 0.3047 -1.3291 -1.0188
H -2.7308 -1.1179 0.6270
H -2.1762 -1.7997 -0.8862
H -1.7563 -0.0193 -1.8975
H -2.6587 0.9804 -0.7837
H -0.5478 2.2932 -0.5938
H 0.1355 1.2298 -1.6548
H -1.4088 0.6074 1.6683
H -0.3542 1.8869 1.9261
H 0.0931 0.2200 2.4989
*
```

=====

(3)
The following is a DFT calculation (ωB97M-V/def2-TZVPD) of a molecular structure, C8H14O2 at a distorted geometry.

The HOMO energy is -0.3145 Ha. For the relative energy (zero: lowest compared OMol25 entry of this formula, charge and spin), the calculation gives 159.26 kcal/mol. For the electronic energy, the calculation gives -463.45206 hartree. Its LUMO energy is 0.0194 hartree. For the frontier orbital gap, the calculation gives 9.086 eV.

```
! wB97M-V def2-TZVPD RIJCOSX def2/J DEFGRID3
* xyz 0 1
C -2.7139 -1.3688 -0.9996
C -2.0279 -2.4108 -0.1561
C -1.7219 -0.9527 0.0514
C -0.3853 -0.3995 -0.3512
C -0.2080 1.1331 -0.4320
C 1.2203 0.9686 0.1630
C 2.2268 1.7632 -0.6188
O 3.4163 1.8889 -0.0567
C 0.7698 -0.4143 0.6762
H -2.4078 -1.2809 -2.0442
H -3.7716 -1.1737 -0.8183
H -2.6129 -2.9257 0.6071
H -1.2572 -3.0243 -0.6275
H -2.1397 -0.5019 0.9572
H -0.0610 -0.8717 -1.2916
H -0.3666 1.5986 -1.4141
H -0.8603 1.6552 0.2834
H 2.0345 0.4151 -0.9429
H 1.8266 2.7521 -0.9257
H 0.3625 -0.3750 1.6971
H 1.5203 -1.2122 0.6038
O 1.9911 1.7427 1.8955
H 3.1692 1.9351 1.1751
H 1.9968 1.0588 2.5689
*
```